(1)
Here is a single C4H8N2O molecule from OMol25. Energies are from the ωB97M-V functional and the def2-TZVPD basis.

Geometry as XYZ:
```
15
Properties=species:S:1:pos:R:3:mulliken_charge:R:1
C 1.86098 0.15772 0.22244 -0.755
N 0.68447 -0.48362 0.81154 -0.450
C -0.55001 -0.06938 0.21309 0.055
C -1.22254 0.96399 0.66901 0.453
N -1.92988 1.82426 1.20131 -0.632
C -1.02785 -0.91720 -0.96862 -0.503
O -0.01480 -1.79593 -1.38473 -0.538
H 1.84668 1.25460 0.31414 0.294
H 2.76631 -0.22709 0.70208 0.327
H 1.89429 -0.10205 -0.83906 0.270
H 0.66254 -0.35385 1.81644 0.308
H -1.78328 2.76168 0.82299 0.269
H -1.27662 -0.28089 -1.82346 0.298
H -1.93779 -1.47117 -0.68833 0.241
H 0.44726 -2.06106 -0.57207 0.362
```

As for the HOMO energy: -8.50 eV. The value obtained for the HOMO-LUMO gap is 9.3 eV. For the energy above the lowest of the compared OMol25 structures with the same formula, charge and spin, the calculation gives 288.6 kJ/mol. The largest force on an atom comes out at 0.5 eV/Å. The molecular weight is 100.1 g/mol. The SMILES is CNC(=C=N)CO.

(2)
Here is a single C4H8N2O2 molecule at a distorted geometry from OMol25. Energies are from the ωB97M-V functional and the def2-TZVPD basis.

Geometry as XYZ:
```
16
Properties=species:S:1:pos:R:3:mulliken_charge:R:1
C -0.60752 -1.82633 0.89679 -1.049
N -0.05359 -0.68349 0.20090 0.097
C -0.12196 -0.72824 -1.24282 -1.028
C 0.49551 0.30774 0.92487 0.587
O 0.69217 0.27377 2.12017 -0.633
N 0.91830 1.46124 0.18808 -0.220
C 0.12179 2.23123 -0.58589 0.080
O -0.97226 2.03765 -1.02255 -0.472
H -0.04974 -2.73146 0.64543 0.333
H -0.54248 -1.64782 1.96710 0.343
H -1.65149 -1.96515 0.60942 0.344
H 0.00982 -1.76248 -1.56385 0.361
H 0.68353 -0.14251 -1.68115 0.384
H -1.07391 -0.33767 -1.61005 0.298
H 1.49193 2.24129 0.66693 0.353
H 0.65992 3.27224 -0.51337 0.221
```

As for the HOMO energy: -9.61 eV. The value obtained for the HOMO-LUMO gap is 10.4 eV. For the energy above the lowest of the compared OMol25 structures with the same formula, charge and spin, the calculation gives 118.2 kJ/mol. The largest force on an atom comes out at 3.0 eV/Å. The molecular weight is 116.1 g/mol. The SMILES is CN(C)C(=O)NC=O.

(3)
Here is a 4-piece molecular cluster, C4H8N2O2 overall at a distorted geometry from OMol25. Energies are from the ωB97M-V functional and the def2-TZVPD basis.

Geometry as XYZ:
```
16
Properties=species:S:1:pos:R:3:mulliken_charge:R:1
N -4.21790 -0.73018 0.40344 -0.333
C -4.49143 0.31788 0.89285 0.501
O -5.00123 1.10148 1.60726 -0.433
H -4.00927 -1.37105 -0.33648 0.271
C -2.70396 3.23757 -1.36058 -0.051
N -3.21349 2.74322 -0.51564 -0.234
H -2.16598 3.66362 -2.14300 0.280
C 4.71283 1.44636 -0.03831 -0.417
C 4.39772 0.18016 0.08755 -0.424
H 5.12265 2.12491 0.72961 0.237
H 4.36926 1.97522 -1.02494 0.162
H 4.00330 -0.44718 -0.74237 0.201
H 4.55083 -0.25405 1.02466 0.241
O -0.70616 -4.42641 0.34499 -0.654
H 0.29071 -4.27218 0.38385 0.331
H -0.93786 -5.28937 0.68712 0.323
```

As for the HOMO energy: -10.36 eV. The value obtained for the HOMO-LUMO gap is 11.1 eV. For the energy above the lowest of the compared OMol25 structures with the same formula, charge and spin, the calculation gives 380.6 kJ/mol. The largest force on an atom comes out at 5.9 eV/Å. The molecular weight is 116.1 g/mol. The SMILES is N=C=O.C#N.C=C.O.

(4)
Here is a single C4H8N2O2 molecule at a distorted geometry from OMol25. Energies are from the ωB97M-V functional and the def2-TZVPD basis.

Geometry as XYZ:
```
16
Properties=species:S:1:pos:R:3:mulliken_charge:R:1
O -3.43196 0.07664 -0.04920 -0.367
N -2.43539 -0.60132 0.13767 -0.043
C -1.15265 -0.01403 0.39376 0.249
C -0.07678 1.37952 -0.02409 -0.639
N 0.96500 0.83080 -0.82764 -0.517
C 1.21741 -0.33849 0.12327 0.097
O 2.24574 -1.17260 -0.27888 -0.504
C -0.07568 -1.09649 0.17798 -0.613
H -1.32691 0.26946 1.52595 0.170
H 0.25659 1.90064 0.81338 0.382
H -0.67809 2.15434 -0.61259 0.310
H 0.60798 0.49712 -1.71780 0.287
H 1.44693 0.15263 1.02039 0.259
H 2.84016 -0.74905 -0.84137 0.318
H -0.02827 -1.89687 0.94196 0.294
H -0.37407 -1.39228 -0.78280 0.321
```

As for the HOMO energy: -8.94 eV. The value obtained for the HOMO-LUMO gap is 8.8 eV. For the energy above the lowest of the compared OMol25 structures with the same formula, charge and spin, the calculation gives 563.4 kJ/mol. The largest force on an atom comes out at 6.4 eV/Å. The molecular weight is 116.1 g/mol. The SMILES is O=N[C@@H]1CN[C@H](O)C1.

(5)
Here is C4H8N2O2 as an isolated structure at a distorted geometry from OMol25. Energies are from the ωB97M-V functional and the def2-TZVPD basis.

Geometry as XYZ:
```
16
Properties=species:S:1:pos:R:3:mulliken_charge:R:1
C 0.46389 -1.55912 -0.17497 -1.036
C 1.67809 -0.92266 -0.15418 -0.285
C -0.52688 -0.63007 0.22498 0.895
C -0.38212 1.88652 0.46078 -0.817
N 1.48030 0.38660 0.02945 -0.480
N 0.17132 0.56424 0.40526 0.474
O -1.55833 -1.07412 0.93797 -0.492
O -1.47422 -0.32864 -1.39633 -0.810
H 0.27960 -2.64201 -0.28846 0.347
H 2.64754 -1.38748 -0.32570 0.416
H 0.36050 2.68751 0.49193 0.316
H -1.07570 2.06051 -0.42717 0.282
H -1.01777 2.04474 1.40221 0.261
H 2.27232 0.85507 0.61998 0.285
H -2.27645 -1.07834 0.31875 0.390
H -1.04210 -0.86274 -2.12448 0.255
```

As for the HOMO energy: -7.89 eV. The value obtained for the HOMO-LUMO gap is 8.6 eV. For the energy above the lowest of the compared OMol25 structures with the same formula, charge and spin, the calculation gives 427.6 kJ/mol. The largest force on an atom comes out at 4.1 eV/Å. The molecular weight is 116.1 g/mol.

(6)
Here is a single C4H8N2O2 molecule at a distorted geometry from OMol25. Energies are from the ωB97M-V functional and the def2-TZVPD basis.

Geometry as XYZ:
```
16
Properties=species:S:1:pos:R:3:mulliken_charge:R:1
C 0.78846 1.43118 -0.70905 -0.761
N 0.50835 0.54272 0.42585 -0.354
C -0.97807 0.51904 0.78856 -0.414
C -1.46356 -0.61385 -0.14917 -0.586
C -0.34875 -1.57645 -0.05614 0.528
O -0.40514 -2.77601 -0.23335 -0.650
N 0.74749 -0.87579 0.23498 0.331
O 2.07882 -1.19326 0.17885 -0.454
H 1.82110 1.43525 -0.93693 0.289
H 0.04803 1.19026 -1.54311 0.285
H 0.77663 2.46510 -0.32250 0.322
H -1.34667 1.56304 0.58220 0.341
H -0.91995 0.15007 1.86527 0.247
H -1.48244 -0.32474 -1.25927 0.157
H -2.37628 -1.09181 0.11885 0.337
H 2.55197 -0.84474 1.01493 0.381
```

As for the HOMO energy: -8.69 eV. The value obtained for the HOMO-LUMO gap is 9.4 eV. For the energy above the lowest of the compared OMol25 structures with the same formula, charge and spin, the calculation gives 444.8 kJ/mol. The largest force on an atom comes out at 3.8 eV/Å. The molecular weight is 116.1 g/mol. The SMILES is CN1CCC(=O)N1O.